Record 1
Molecular formula: C31H41BrN6O5PPbSSbSe4
Method: DFT, wB97M-V/def2-TZVPD

Properties
Net charge: -2
Frontier orbital gap (alpha / beta), eV: 5.97 / 5.54
Highest occupied orbital energy (alpha / beta), eV: -2.23 / -2.19

XYZ file:
```
92
Properties=species:S:1:pos:R:3:mulliken_charge:R:1
Pb -0.403 -0.396 0.385 1.186
Sb 0.782 -3.031 3.703 0.104
Br -1.395 4.367 4.758 -0.232
Se -2.186 -0.684 2.678 -0.134
Se -1.043 -1.201 4.545 -0.360
Se 2.657 -2.678 5.196 -0.725
Se 1.532 -1.911 1.475 -0.443
S 2.866 1.466 0.074 1.380
P 1.379 -1.372 -3.272 -2.027
O 0.017 3.794 1.803 -0.740
O -0.944 1.761 1.668 -0.472
O 3.544 1.676 -1.255 -0.787
O -2.288 -2.113 -0.476 0.135
O 1.047 -0.700 -1.992 0.969
N 0.054 -1.978 -4.050 0.589
N -4.432 -2.929 -2.966 -0.619
N -6.273 -4.012 0.906 -0.579
N 2.464 -2.580 -3.002 0.680
N -3.180 -2.590 0.259 -0.655
N 2.068 -0.421 -4.459 0.078
C 1.064 1.176 3.736 0.190
C 4.581 -3.302 -2.233 -0.739
C 4.105 0.688 1.116 -1.223
C -2.890 2.912 -0.430 -0.465
C -0.197 2.884 4.804 0.355
C -0.731 -3.658 -5.536 -0.795
C -2.316 1.991 -1.337 1.612
C 1.211 0.678 -4.983 -0.772
C -0.285 2.677 2.250 -0.402
C 3.384 0.155 -4.045 -0.050
C 1.064 1.332 6.126 -0.466
C 3.061 -3.366 -4.082 -0.256
C -4.981 1.711 -0.488 -0.535
C 1.890 1.957 -4.501 -0.197
C -5.355 -3.569 0.366 -0.082
C -4.260 -3.018 -0.380 0.623
C 4.101 -4.222 -3.362 -0.810
C -3.133 0.936 -1.816 -0.035
C 0.214 2.277 3.629 0.616
C 1.496 0.706 4.963 -0.690
C -0.780 -2.928 -3.265 0.150
C -4.439 0.796 -1.390 -0.446
C 2.881 3.078 0.885 -1.295
C 0.013 -2.324 -5.484 -0.513
C -1.663 -3.578 -4.321 -0.729
C -0.960 2.068 -1.713 -1.962
C -4.199 2.769 -0.020 -0.570
C 3.294 -2.616 -1.774 0.297
C 3.373 1.585 -4.578 -0.876
C 0.213 2.425 6.049 -0.481
C -4.369 -2.966 -1.815 0.200
H 4.901 -4.550 -4.026 0.388
H 1.194 0.636 -6.077 0.346
H -2.698 0.208 -2.494 0.229
H 3.463 -1.612 -1.381 -0.349
H -0.149 -3.680 -2.772 0.311
H 1.338 0.646 2.831 0.357
H 1.624 2.146 -3.459 -0.166
H -0.537 1.360 -2.418 0.608
H -2.039 -4.547 -3.995 0.412
H 4.008 2.234 -3.976 0.390
H 5.061 -3.847 -1.421 0.399
H 1.927 3.571 0.685 0.217
H -6.000 1.588 -0.139 0.371
H 4.078 -0.381 0.911 0.200
H 3.710 1.611 -5.620 0.371
H 3.480 0.183 -2.959 -0.036
H -4.616 3.470 0.694 0.367
H -0.148 2.912 6.946 0.385
H 0.186 0.580 -4.625 0.353
H -1.348 -2.414 -2.496 -0.481
H -0.556 -1.562 -6.028 0.355
H 1.624 2.824 -5.106 0.504
H 3.617 -5.102 -2.932 0.308
H 5.071 1.121 0.847 0.451
H 5.286 -2.564 -2.626 0.280
H -1.266 -3.784 -6.479 0.431
H 3.863 0.843 2.168 0.335
H -2.518 -2.937 -4.539 0.319
H 2.116 -0.183 5.021 0.136
H -2.262 3.695 -0.019 0.274
H 2.306 -3.972 -4.589 -0.049
H -5.034 -0.039 -1.741 0.431
H 1.011 -2.361 -5.921 0.358
H 2.997 2.963 1.962 0.384
H 1.361 0.939 7.091 0.388
H -0.318 2.852 -1.325 0.089
H -0.032 -4.492 -5.418 0.251
H 3.709 3.639 0.449 0.456
H 3.533 -2.721 -4.835 0.313
H 4.205 -0.437 -4.459 0.158
H 2.793 -3.184 -0.991 0.157
```

***

Record 2
Molecular formula: C26H74N8O10
Method: DFT, wB97M-V/def2-TZVPD

Properties
SMILES: COC[C@H](C)N.COC[C@H](C)N.NC(N)=O.NC(N)=O.NC(N)=O.CC(C)O.CC(C)O.CC(C)O.CC(C)O.CC(C)O
Frontier orbital gap, eV: 9.50
Highest occupied orbital energy, eV: -9.05

XYZ file:
```
118
Properties=species:S:1:pos:R:3:mulliken_charge:R:1
O 7.454 7.756 16.714 -0.551
O 12.853 14.359 12.108 -0.705
O 15.455 14.247 15.199 0.082
O 13.020 6.465 18.327 -0.035
O 11.484 17.138 15.388 -0.453
O 16.516 10.661 18.115 -0.688
O 12.940 9.684 6.690 -0.535
O 13.198 12.988 14.197 0.348
O 15.978 11.890 11.913 -0.757
O 11.887 10.554 21.951 -0.568
N 16.576 9.674 12.352 -0.365
N 14.615 13.929 10.804 -0.163
N 15.135 8.157 15.952 -0.348
N 13.009 15.305 10.003 -0.516
N 16.356 12.862 17.894 -0.366
N 16.822 11.494 16.018 -0.293
N 10.587 14.650 17.960 -0.694
N 14.874 10.731 13.444 0.261
C 13.820 10.962 8.445 -0.779
C 12.129 12.495 15.013 1.181
C 8.414 7.721 17.776 0.430
C 11.249 15.818 15.859 -0.111
C 11.361 11.327 14.410 -1.528
C 11.754 17.078 13.956 -0.392
C 14.092 6.548 17.455 -1.155
C 15.844 10.805 12.496 0.549
C 12.627 10.509 20.732 0.837
C 12.860 12.108 16.365 -0.893
C 9.764 7.997 17.084 -1.040
C 12.552 10.291 7.943 0.494
C 8.445 6.398 18.490 -1.299
C 13.023 7.236 15.178 -1.360
C 16.201 14.822 14.088 1.710
C 13.518 11.769 20.654 -1.103
C 16.465 11.631 17.339 0.580
C 12.311 16.560 18.078 -1.310
C 11.014 15.982 17.365 0.491
C 17.767 14.610 14.275 -1.648
C 13.414 14.536 11.069 0.573
C 15.985 16.286 14.102 -1.163
C 13.302 9.139 20.648 -1.263
C 11.930 9.210 8.775 -1.216
C 13.176 5.458 19.255 -0.977
C 13.821 7.614 16.403 0.924
H 12.136 9.254 6.421 0.287
H 14.794 13.685 9.826 0.271
H 14.806 9.935 14.085 0.089
H 12.158 6.766 15.618 0.336
H 14.885 6.804 18.150 0.515
H 17.970 14.946 15.323 0.388
H 15.945 13.664 17.381 0.170
H 13.928 9.098 21.563 0.449
H 16.379 8.855 12.931 0.151
H 14.068 11.670 19.689 0.049
H 13.470 6.515 14.531 0.464
H 10.609 13.920 17.294 0.278
H 12.338 5.454 19.986 0.234
H 13.726 15.694 9.487 0.194
H 14.268 11.667 21.407 0.385
H 10.187 16.708 17.480 0.264
H 15.704 8.456 16.755 0.250
H 12.107 11.678 17.039 0.564
H 14.547 14.213 14.859 -0.394
H 13.490 11.273 16.085 0.011
H 6.621 7.875 17.172 0.327
H 14.959 13.241 11.520 -0.009
H 11.076 8.710 8.258 0.402
H 10.059 7.150 16.459 0.305
H 8.251 8.533 18.495 0.358
H 15.876 14.275 13.217 -0.649
H 12.438 17.587 17.842 0.375
H 12.994 12.723 20.831 0.371
H 13.968 11.957 8.070 0.256
H 15.033 16.454 14.627 0.141
H 9.772 8.862 16.490 0.235
H 10.875 10.825 15.226 0.343
H 7.532 6.422 19.090 0.385
H 11.850 11.102 7.756 0.184
H 18.086 13.594 14.147 0.435
H 16.571 10.596 15.671 0.104
H 12.276 16.503 19.170 0.415
H 13.048 13.331 13.237 0.191
H 12.796 8.505 8.914 0.300
H 10.608 8.009 17.782 0.272
H 11.050 16.352 13.448 0.235
H 10.659 11.600 13.611 0.379
H 11.462 13.314 15.300 -0.370
H 18.337 15.357 13.644 0.424
H 12.125 9.812 22.525 0.343
H 15.760 16.745 13.176 0.367
H 9.300 6.276 19.118 0.291
H 14.028 9.073 19.799 0.148
H 14.387 5.616 16.875 0.256
H 14.552 11.638 13.813 -0.392
H 11.539 18.047 13.519 0.363
H 16.888 16.765 14.550 0.363
H 15.637 7.385 15.486 0.272
H 16.719 12.339 15.369 -0.003
H 14.124 5.508 19.836 0.345
H 14.689 10.311 8.017 0.322
H 13.413 12.952 16.832 -0.053
H 10.314 15.445 15.319 0.370
H 12.721 8.161 14.684 0.086
H 13.159 16.053 17.628 0.188
H 17.409 9.807 11.883 0.233
H 12.203 15.887 10.123 0.275
H 11.931 10.491 13.927 0.147
H 12.561 8.355 20.584 0.354
H 11.620 9.595 9.739 0.261
H 16.138 12.825 18.910 0.279
H 13.846 10.929 9.527 0.015
H 12.075 15.167 15.565 -0.162
H 11.909 10.553 19.869 -0.047
H 13.278 8.411 16.956 -0.131
H 13.192 4.500 18.695 0.373
H 11.150 14.394 18.689 0.272
H 8.254 5.540 17.817 0.314
H 12.823 16.813 13.775 0.005
```

***

Record 3
Molecular formula: C29H36O6
Method: DFT, wB97M-V/def2-TZVPD

Properties
Frontier orbital gap, eV: 2.29
Highest occupied orbital energy, eV: -5.43

XYZ file:
```
71
Properties=species:S:1:pos:R:3:mulliken_charge:R:1
O -0.310 2.112 1.666 -0.785
O 1.508 0.736 1.670 -0.240
O 1.052 -1.759 1.713 -0.222
O -1.126 -2.417 1.785 -0.761
O 7.050 -0.325 7.584 -0.488
O -0.901 6.312 7.177 -0.416
C 5.530 1.665 7.482 -1.165
C -2.218 0.132 1.551 0.398
C 2.773 -3.450 1.846 -1.102
C -5.099 -0.612 1.923 -0.603
C 6.983 -1.650 7.048 -0.374
C 5.682 -1.781 6.233 -0.639
C 0.846 4.665 7.783 -0.589
C 5.909 0.354 7.179 -0.075
C 1.601 3.581 7.427 -0.776
C -2.854 -0.031 2.953 -0.503
C 4.325 2.141 7.037 -0.945
C -0.153 5.162 6.929 0.658
C 3.729 1.681 1.683 -1.380
C 3.868 0.047 5.907 -0.791
C 1.293 -3.131 1.881 -0.227
C -0.409 4.449 5.744 -0.710
C 2.237 1.937 1.718 0.075
C 2.190 1.812 5.770 -0.678
C -4.361 0.286 2.932 -0.758
C -4.493 -0.448 0.516 -0.787
C 0.158 0.974 1.640 0.168
C -0.740 -0.150 1.595 -0.926
C 3.441 1.352 6.256 0.830
C -2.981 -0.747 0.522 -0.885
C -0.296 -1.513 1.700 1.247
C 1.412 2.918 6.193 0.488
C 0.342 3.366 5.383 -0.599
C 5.061 -0.434 6.370 1.120
C -0.357 7.172 8.156 -0.837
H -2.541 -0.633 -0.477 0.354
H -4.653 0.580 0.175 0.324
H -4.504 1.336 2.649 0.323
H -6.176 -0.392 1.916 0.317
H 5.867 -2.023 5.180 0.253
H 2.975 -4.497 2.077 0.406
H 0.131 2.849 4.462 0.530
H 7.020 -2.352 7.889 0.268
H 1.770 1.231 4.967 0.594
H 1.940 2.469 2.630 0.078
H -2.331 1.186 1.245 0.642
H 4.013 0.986 2.473 0.209
H -0.492 6.749 9.152 0.325
H -1.207 4.797 5.114 0.525
H -5.016 -1.660 2.236 0.323
H 0.743 -3.659 1.089 0.294
H 3.244 -0.582 5.302 0.705
H 0.978 5.117 8.749 0.376
H 4.312 2.594 1.809 0.420
H 3.191 -3.236 0.862 0.297
H 0.836 -3.425 2.836 0.310
H 4.066 3.162 7.244 0.802
H 6.198 2.277 8.063 0.458
H 2.308 3.186 8.131 0.743
H -2.820 -1.797 0.789 0.244
H 4.020 1.227 0.736 0.361
H 3.310 -2.832 2.566 0.117
H 1.910 2.555 0.871 0.355
H 5.014 -2.549 6.639 0.293
H -2.320 0.589 3.684 0.047
H -5.017 -1.083 -0.211 0.391
H 0.701 7.351 7.956 0.381
H -0.885 8.124 8.104 0.258
H 7.885 -1.811 6.444 0.293
H -2.696 -1.067 3.276 0.287
H -4.797 0.194 3.936 0.377
```

***

Record 4
Molecular formula: C6H23AsB2F6NNa
Method: DFT, wB97M-V/def2-TZVPD

Properties
Net charge: -2
Frontier orbital gap, eV: 5.30
Highest occupied orbital energy, eV: -2.82

XYZ file:
```
40
Properties=species:S:1:pos:R:3:nbo_charge:R:1
As 1.780 -6.106 3.313 2.779
Na 0.204 -1.636 -0.919 0.982
F 1.241 -5.065 4.722 -0.635
F 3.068 -4.960 2.747 -0.619
F 0.505 -5.356 2.178 -0.638
F 2.285 -7.226 1.973 -0.626
F 3.082 -6.793 4.347 -0.635
F 0.597 -7.301 3.869 -0.625
N -0.857 2.519 0.868 -0.459
C -1.947 4.610 0.037 -0.646
C -1.436 2.456 2.198 -0.213
C 0.458 3.257 1.042 -0.218
C -2.867 1.852 2.214 -0.629
C -1.734 3.090 -0.194 -0.226
C 1.432 3.253 -0.179 -0.615
B 3.768 -2.872 -3.202 -0.866
B -1.861 -1.954 -4.965 -0.846
H 4.525 -3.103 -3.936 -0.013
H 3.493 -1.828 -3.204 -0.057
H -1.479 -2.721 -4.309 -0.038
H 1.075 2.844 1.839 0.199
H 2.276 3.929 -0.040 0.213
H -2.638 2.527 -0.426 0.213
H -3.510 2.705 1.998 0.204
H 0.817 3.624 -0.999 0.202
H -1.333 3.458 2.615 0.154
H -2.430 4.793 0.998 0.201
H 4.215 -3.208 -2.280 -0.032
H -1.871 -2.386 -5.953 -0.018
H -2.861 -1.718 -4.634 -0.050
H -1.188 3.059 -1.137 0.201
H -1.250 -1.064 -4.974 -0.041
H 0.241 4.293 1.304 0.157
H 1.758 2.214 -0.202 0.216
H -2.984 0.977 1.575 0.221
H 2.949 -3.526 -3.457 -0.023
H -1.000 5.114 -0.156 0.207
H -3.096 1.484 3.215 0.215
H -2.658 4.851 -0.753 0.212
H -0.769 1.914 2.869 0.193
```

***

Energy above the lowest of the compared OMol25 structures with the same formula, charge and spin in kJ/mol, matching the order above: 0.00, 114.60, 135.59, 607.08
DFT total energy in eV, matching the order above: -415332.1849, -60558.1800, -42938.8258, -90995.8764
Largest force on an atom in eV/Å, matching the order above: 0.85, 3.97, 2.67, 4.61